w:
67
Properties=species:S:1:pos:R:3 method="wB97M-V/def2-TZVPD" homo_ev=-8.13 e_lumo_ev=-0.14
C -6.788 -1.279 1.585
H -7.834 -0.991 1.486
O -6.047 -0.190 1.094
C -4.693 -0.291 1.072
C -3.964 -1.378 1.520
C -2.580 -1.388 1.427
C -1.905 -0.319 0.869
C -2.628 0.800 0.457
C -4.006 0.829 0.549
O -4.791 1.870 0.163
C -4.168 3.038 -0.310
H -3.496 3.468 0.439
H -4.977 3.739 -0.513
H -3.612 2.854 -1.236
H -2.097 1.654 0.066
C -0.401 -0.365 0.733
N 0.039 -0.721 -0.605
C 1.321 -1.074 -0.913
O 1.637 -1.275 -2.090
C 2.350 -1.186 0.109
C 3.687 -1.466 -0.223
N 4.194 -1.621 -1.449
H 3.544 -1.669 -2.221
H 5.167 -1.887 -1.514
C 4.481 -1.527 0.965
N 3.825 -1.326 2.089
S 2.258 -1.045 1.845
C 5.930 -1.803 0.961
O 6.561 -1.986 -0.069
N 6.485 -1.832 2.187
H 7.468 -2.020 2.288
H 5.905 -1.677 2.994
C -0.910 -0.683 -1.706
C -2.000 -1.694 -1.569
C -3.329 -1.622 -1.869
C -3.869 -2.896 -1.567
C -2.830 -3.642 -1.110
O -1.693 -2.925 -1.115
H -2.767 -4.655 -0.767
H -4.888 -3.205 -1.679
H -3.858 -0.773 -2.247
H -1.362 0.308 -1.801
H -0.320 -0.892 -2.607
H -0.051 -1.126 1.441
C 0.160 0.992 1.207
O 0.219 1.272 2.386
N 0.504 1.837 0.219
H 0.535 1.527 -0.741
C 1.088 3.134 0.453
H 1.200 3.264 1.532
H 0.420 3.908 0.060
C 2.447 3.245 -0.250
C 3.529 2.336 0.341
H 4.085 2.828 1.135
H 3.070 1.433 0.743
C 4.381 2.010 -0.881
H 4.927 1.074 -0.788
C 3.330 1.958 -1.989
H 3.717 2.271 -2.961
O 2.296 2.861 -1.613
H 2.911 0.949 -2.089
H 5.090 2.817 -1.071
H 2.771 4.297 -0.219
H -2.035 -2.250 1.780
H -4.462 -2.234 1.945
H -6.605 -2.187 1.001
H -6.567 -1.475 2.640

x:
67
Properties=species:S:1:pos:R:3 method="wB97M-V/def2-TZVPD" homo_ev=-7.76 e_lumo_ev=0.49
C -5.239 -0.920 -1.657
H -5.250 -0.416 -0.687
O -3.992 -1.542 -1.902
C -2.834 -0.848 -1.742
C -1.711 -1.626 -1.485
C -0.464 -1.072 -1.266
C -0.323 0.306 -1.286
C -1.420 1.095 -1.618
C -2.673 0.549 -1.851
O -3.759 1.299 -2.203
C -3.669 2.700 -2.118
H -3.358 3.016 -1.118
H -4.674 3.068 -2.319
H -2.982 3.107 -2.868
H -1.286 2.164 -1.664
C 0.984 1.003 -0.957
N 0.794 2.102 -0.025
C -0.041 2.100 1.047
O -0.259 3.117 1.688
C -0.763 0.856 1.359
C -2.144 0.768 1.447
N -3.024 1.767 1.146
H -2.701 2.699 1.359
H -3.980 1.545 1.400
C -2.515 -0.564 1.784
N -1.505 -1.382 2.015
S -0.075 -0.660 1.797
C -3.911 -1.021 1.881
O -4.866 -0.279 1.692
N -4.038 -2.325 2.190
H -4.951 -2.741 2.258
H -3.206 -2.875 2.313
C 1.678 3.245 -0.207
C 3.105 2.829 -0.081
C 4.042 2.510 -1.023
C 5.190 2.088 -0.310
C 4.859 2.178 1.007
O 3.607 2.627 1.151
H 5.410 1.962 1.901
H 6.124 1.766 -0.722
H 3.936 2.579 -2.087
H 1.507 3.694 -1.192
H 1.417 3.961 0.576
H 1.369 1.461 -1.880
C 2.066 0.057 -0.419
O 2.252 -0.104 0.771
N 2.841 -0.501 -1.371
H 2.542 -0.456 -2.332
C 3.851 -1.475 -1.035
H 4.078 -1.329 0.022
H 4.748 -1.291 -1.632
C 3.353 -2.919 -1.271
C 4.274 -3.939 -0.592
H 4.183 -4.902 -1.094
H 5.316 -3.628 -0.611
C 3.698 -4.014 0.828
H 4.282 -3.411 1.521
C 2.274 -3.440 0.683
H 1.494 -4.155 0.952
O 2.089 -3.128 -0.691
H 2.145 -2.535 1.288
H 3.680 -5.037 1.198
H 3.235 -3.091 -2.347
H 0.367 -1.721 -1.042
H -1.846 -2.694 -1.434
H -5.499 -0.208 -2.442
H -5.963 -1.735 -1.649

Tell me which of them is the least stable. Sure, it is x.

w:
8
Properties=species:S:1:pos:R:3 method="wB97M-V/def2-TZVPD" homo_ev=-4.13 e_lumo_ev=4.80 charge=-1
O 0.269 0.113 0.038
H 1.069 0.567 0.305
O 0.388 -2.005 1.522
H 1.353 -2.062 1.539
H 0.310 -1.178 0.920
O -0.909 1.834 -1.530
H -0.108 2.074 -2.032
H -0.514 1.142 -0.891

x:
8
Properties=species:S:1:pos:R:3 method="wB97M-V/def2-TZVPD" homo_ev=-3.77 e_lumo_ev=4.74 charge=-1
O 0.122 0.761 -1.187
H -0.631 0.270 -1.424
O -1.732 -0.228 0.585
H -1.330 -0.239 1.460
H -1.144 0.314 0.012
O 1.575 -0.566 0.477
H 2.201 -0.253 1.153
H 1.185 0.174 -0.211

y:
8
Properties=species:S:1:pos:R:3 method="wB97M-V/def2-TZVPD" homo_ev=-3.94 e_lumo_ev=4.98 charge=-1
O -0.469 0.436 -1.546
H 0.131 1.195 -1.548
O -1.024 0.133 0.859
H 0.336 -0.424 0.619
H -0.469 0.672 1.434
O 1.354 -0.676 0.753
H -0.959 0.537 -0.635
H 1.651 -1.036 -0.093

Tell me which of them is the least stable. Sure, it is x.

w:
43
Properties=species:S:1:pos:R:3 method="wB97M-V/def2-TZVPD" homo_ev=-2.79 e_lumo_ev=2.75 charge=-1
C -3.404 0.798 0.864
C -3.020 -0.585 0.515
C -3.638 -1.104 -0.739
C -4.327 -2.443 -0.717
O -3.580 -0.426 -1.778
C -2.468 -1.511 1.497
C -2.607 -1.154 2.954
O -1.841 -2.519 1.131
H -2.598 1.339 1.388
H -3.631 1.328 -0.075
H -4.326 0.851 1.482
H -3.709 -3.194 -0.212
H -5.290 -2.353 -0.195
H -4.529 -2.726 -1.752
H -2.385 -0.096 3.125
H -3.645 -1.330 3.265
H -1.946 -1.788 3.546
C 2.846 2.583 -1.438
C 2.828 1.664 -0.223
C 3.625 2.222 0.944
C 1.410 1.186 0.091
C 1.322 -0.141 0.558
C 0.398 -1.001 -0.073
C -0.544 -0.446 -0.932
C -0.757 0.934 -0.918
C 0.219 1.777 -0.373
O 3.621 0.465 -0.490
S 2.938 -0.819 -1.349
C 4.491 -1.703 -1.598
F 4.889 -1.553 -2.906
F 5.482 -1.215 -0.813
F 4.355 -3.035 -1.337
H 2.344 3.519 -1.157
H 3.880 2.797 -1.735
H 2.310 2.127 -2.283
H 3.183 3.131 1.354
H 3.730 1.458 1.719
H 4.634 2.438 0.577
H 2.003 -0.517 1.329
H 0.469 -2.077 0.078
H -1.142 -1.084 -1.581
H -1.675 1.345 -1.348
H 0.084 2.860 -0.393

x:
43
Properties=species:S:1:pos:R:3 method="wB97M-V/def2-TZVPD" homo_ev=-1.41 e_lumo_ev=2.86 charge=-1
C -1.825 1.002 2.618
C -1.542 0.341 1.259
C -2.455 1.061 0.187
C -3.940 0.900 0.333
O -1.957 1.632 -0.747
C -1.871 -1.131 1.184
C -2.428 -1.870 2.325
O -1.603 -1.752 0.113
H -1.169 0.580 3.398
H -1.674 2.100 2.576
H -2.849 0.855 2.985
H -4.273 -0.011 -0.166
H -4.235 0.857 1.375
H -4.398 1.765 -0.154
H -1.710 -1.967 3.155
H -3.345 -1.421 2.737
H -2.675 -2.883 2.026
C 3.471 1.033 -2.391
C 2.884 -0.089 -1.529
C 3.951 -1.154 -1.288
C 2.304 0.523 -0.224
C 2.159 -0.337 0.887
C 0.914 -0.336 1.482
C -0.092 0.571 0.905
C 0.473 1.873 0.550
C 1.647 1.794 -0.195
O 1.863 -0.622 -2.253
S -0.074 -1.218 -1.014
C -0.888 -1.291 -2.597
F -0.675 -0.212 -3.360
F -0.573 -2.419 -3.266
F -2.205 -1.344 -2.338
H 4.199 1.579 -1.802
H 3.958 0.585 -3.263
H 2.637 1.663 -2.713
H 4.768 -0.749 -0.715
H 3.517 -2.023 -0.790
H 4.327 -1.476 -2.266
H 2.959 -1.026 1.170
H 0.674 -1.014 2.311
H -0.143 0.161 -0.417
H -0.134 2.778 0.646
H 2.029 2.692 -0.734

Tell me which of them is the least stable. Sure, it is x.

w:
20
Properties=species:S:1:pos:R:3 method="wB97M-V/def2-TZVPD" homo_ev="-13.45 / -13.45" smiles="O=C=C[N@H+]1CCCC(=O)C1" e_lumo_ev="-4.79 / -4.79" charge=+1
O 4.432 0.342 -0.632
C 3.478 0.075 -0.069
C 1.905 0.516 0.822
N 0.862 0.359 -0.135
C 0.284 -1.019 0.016
C -1.065 -1.185 -0.705
C -2.121 -0.355 0.025
C -1.596 1.008 -0.181
O -2.233 1.850 -0.620
C -0.200 1.390 0.355
H 1.698 0.033 1.806
H 1.157 0.373 -1.155
H 0.046 -1.086 1.137
H 1.063 -1.737 -0.466
H -1.433 -2.344 -0.728
H -1.083 -0.819 -1.740
H -2.035 -0.631 1.087
H -3.147 -0.475 -0.281
H -0.033 2.310 -0.010
H 0.021 1.396 1.475

x:
20
Properties=species:S:1:pos:R:3 method="wB97M-V/def2-TZVPD" homo_ev=-13.49 smiles="C=C[N+](=C/OC=O)/C=C/C" e_lumo_ev=-5.01 charge=+1
C -1.291 -1.947 0.330
C -0.019 -1.873 -0.083
N 0.845 -0.699 -0.087
C 2.165 -0.868 -0.128
O 3.028 0.110 0.014
C 4.418 -0.070 -0.087
O 5.187 0.777 0.132
C 0.393 0.589 0.088
C -0.868 0.976 -0.236
C -1.452 2.354 0.045
H -1.694 -2.879 0.339
H -1.817 -1.202 0.853
H 0.655 -2.638 -0.429
H 2.497 -1.818 -0.263
H 4.472 -1.211 -0.261
H 1.070 1.251 0.505
H -1.461 0.347 -0.698
H -1.225 2.713 1.077
H -2.463 2.490 -0.152
H -0.974 3.210 -0.408

Tell me which of them is the least stable. Sure, it is w.

w:
6
Properties=species:S:1:pos:R:3 method="wB97M-V/def2-TZVPD" homo_ev=-9.57 smiles="OC(O)=S" e_lumo_ev=0.27
O -0.963 -0.328 -0.115
C 0.332 -0.024 0.248
O 0.629 1.292 -0.168
S 1.295 -1.130 0.537
H -1.025 -1.347 0.128
H -0.268 1.537 -0.630

x:
6
Properties=species:S:1:pos:R:3 method="wB97M-V/def2-TZVPD" homo_ev=-8.36 e_lumo_ev=0.05
C -0.660 -1.199 0.336
O -0.954 -1.437 -0.772
O 0.402 1.615 -0.568
S 0.825 0.609 0.655
H -0.779 -1.625 1.357
H 1.165 2.038 -1.008

y:
6
Properties=species:S:1:pos:R:3 method="wB97M-V/def2-TZVPD" homo_ev=-10.19 smiles="O=C(O)S" e_lumo_ev=0.16
O 0.538 1.206 -0.970
C 0.071 0.424 -0.168
O 0.015 -0.769 -0.506
S -0.492 0.591 1.591
H -0.085 -0.620 -1.675
H -0.047 -0.832 1.727

z:
6
Properties=species:S:1:pos:R:3 method="wB97M-V/def2-TZVPD" homo_ev=-10.62 e_lumo_ev=0.51
C 0.408 -0.182 -0.059
O 2.807 0.728 0.462
O 1.130 -1.268 0.453
S 2.115 -0.125 -0.434
H -0.333 -0.541 -0.615
H 0.146 0.489 0.716

Tell me which of them is the least stable. Sure, it is x.

w:
6
Properties=species:S:1:pos:R:3 method="wB97M-V/def2-TZVPD" homo_ev=-10.24 smiles="O=C(O)S" e_lumo_ev=0.49
O -1.334 -0.976 0.043
C -0.517 -0.145 -0.009
O -0.830 1.128 -0.023
S 1.291 -0.148 -0.036
H -1.832 1.033 -0.088
H 1.584 0.997 0.543

x:
6
Properties=species:S:1:pos:R:3 method="wB97M-V/def2-TZVPD" homo_ev=-8.42 e_lumo_ev=0.00
C -0.121 0.816 1.111
O -0.779 1.154 -0.147
O 0.477 -0.925 -1.434
S 0.667 0.479 -0.430
H -0.795 0.031 1.680
H 0.552 -1.555 -0.781

y:
6
Properties=species:S:1:pos:R:3 method="wB97M-V/def2-TZVPD" homo_ev=-9.23 smiles="OC(O)=S" e_lumo_ev=0.53
O -0.749 -1.026 -0.032
C 0.037 0.000 -0.032
O -0.680 1.081 -0.006
S 1.702 -0.026 -0.016
H -0.279 -1.839 0.102
H -0.031 1.810 -0.016

Tell me which of them is the least stable. Sure, it is x.